Entry 1
ORCA calculation (ωB97M-V with the def2-TZVPD basis set) on a 2-piece molecular cluster, C4H5ClS overall.

Each line ends with the natural charge from an NBO analysis.
CARTESIAN COORDINATES (ANGSTROEM)
1 C 1.800 0.948 -0.227  -0.6699
2 C 0.467 0.442 0.552  -0.0313
3 C -0.709 -0.004 0.286  -0.0272
4 C -2.080 -0.661 0.311  -0.4799
5 H 1.214 -1.734 -0.727  0.1168
6 H 1.634 1.693 -1.102  0.2453
7 H 2.529 1.719 0.505  0.2541
8 H -2.078 -1.855 0.202  0.2614
9 H -2.192 -0.301 1.380  0.2679
10 S 2.752 -0.430 -0.524  0.0793
11 Cl -3.337 0.183 -0.656  -0.0164

## Properties
**HOMO level**: -9.08 eV
**LUMO energy**: -1.06 eV

Entry 2
ORCA calculation (ωB97M-V with the def2-TZVPD basis set) on an isolated molecule of C4H5ClS.

Each line ends with the natural charge from an NBO analysis.
CARTESIAN COORDINATES (ANGSTROEM)
1 C -1.677 1.943 0.122  -0.6741
2 C -0.414 1.193 -0.136  -0.1090
3 C -0.323 -0.136 -0.128  -0.1287
4 C 1.081 -0.666 0.123  -0.2654
5 H -2.454 1.928 -0.671  0.2433
6 H -2.253 1.433 0.998  0.2302
7 H -1.504 2.981 0.343  0.2289
8 H 0.424 1.697 -0.644  0.2447
9 H 1.040 -1.696 0.376  0.1974
10 S 2.530 0.103 0.006  0.0250
11 Cl -1.632 -1.294 -0.022  0.0076

## Properties
**HOMO level**: -8.91 eV
**LUMO energy**: -0.87 eV

It is entry 1 that is the least stable of them.

Entry 1
ORCA calculation (ωB97M-V with the def2-TZVPD basis set) on an isolated molecule of C5H7NO4S.

Each line ends with the natural charge from an NBO analysis.
CARTESIAN COORDINATES (ANGSTROEM)
1 C -0.924 1.574 0.812  -0.2688
2 C -2.688 -1.205 -0.034  0.9827
3 C 0.027 0.716 1.465  -0.5751
4 C 0.807 -0.244 0.530  -0.1779
5 C 0.484 1.560 -1.118  0.1630
6 N 1.136 0.547 -0.787  -0.5019
7 O -3.088 -2.381 -0.735  -0.7550
8 O -2.121 -1.327 1.015  -0.6969
9 O -2.929 -0.201 -0.701  -0.7015
10 O -2.712 2.452 -0.748  -0.9105
11 S -2.532 1.458 0.331  1.3923
12 H 0.698 1.398 1.940  0.2256
13 H -0.315 0.016 2.197  0.3018
14 H 1.783 -0.562 0.977  0.2120
15 H 0.359 -1.082 0.127  0.2208
16 H 0.463 2.031 -2.098  0.2023
17 H 1.497 -0.098 -1.440  0.3965
18 H -3.722 -2.224 -1.524  0.4909

## Properties
**HOMO level**: -8.75 eV
**LUMO energy**: -0.78 eV

Entry 2
ORCA calculation (ωB97M-V with the def2-TZVPD basis set) on an isolated molecule of C5H7NO4S.

Each line ends with the natural charge from an NBO analysis.
CARTESIAN COORDINATES (ANGSTROEM)
1 C -1.252 1.548 0.938  -0.2545
2 C 0.132 1.316 0.568  -0.3479
3 C -2.193 0.637 0.829  0.0967
4 C 0.469 0.344 -0.251  -0.5184
5 C -1.402 -0.934 -0.718  0.5194
6 N -0.851 -2.101 -0.835  -0.7512
7 O 1.690 -1.514 0.259  -0.9455
8 O 3.009 0.568 0.985  -0.9306
9 O 2.881 0.057 -1.388  -0.8962
10 O -2.070 -0.669 0.395  -0.4748
11 S 2.130 -0.149 0.030  2.2788
12 H -1.441 2.502 1.412  0.2310
13 H 0.914 1.888 1.125  0.2165
14 H -3.192 0.764 1.209  0.1947
15 H -1.434 -0.220 -1.502  0.2225
16 H -0.116 -2.158 -1.528  0.4249
17 H 3.340 0.816 -1.515  0.5037
18 H -0.615 -2.694 -0.014  0.4309

## Properties
**HOMO level**: -8.33 eV
**LUMO energy**: 0.48 eV

It is entry 1 that is the least stable of them.

Entry 1
ORCA calculation (ωB97M-V with the def2-TZVPD basis set) on an isolated ion of composition CH7IN3 and charge +1.

Each line ends with the natural charge from an NBO analysis.
CARTESIAN COORDINATES (ANGSTROEM)
1 C 0.020 0.274 -0.001  0.5638
2 N -0.499 0.825 -1.158  -0.8021
3 N -0.543 0.541 1.189  -0.7972
4 N 0.084 -1.198 -0.108  -0.8340
5 I 2.610 0.318 0.076  -0.2459
6 H -0.049 0.449 -1.980  0.4202
7 H -0.656 1.891 -1.042  0.4382
8 H -0.559 0.043 2.032  0.4279
9 H -0.731 1.508 1.325  0.4143
10 H -0.530 -1.535 -0.954  0.4634
11 H -0.352 -1.644 0.854  0.4677
12 H 1.203 -1.471 -0.234  0.4836

## Properties
**HOMO level**: -13.17 eV
**LUMO energy**: -4.82 eV
**Net charge**: +1

Entry 2
ORCA calculation (ωB97M-V with the def2-TZVPD basis set) on a 2-piece molecular cluster, CH7IN3 overall.

Each line ends with the natural charge from an NBO analysis.
CARTESIAN COORDINATES (ANGSTROEM)
1 C 0.845 -0.104 -0.888  0.0010
2 N 0.090 -1.765 0.490  -0.6781
3 N -0.013 -1.081 -0.671  -0.2895
4 N -0.827 1.565 0.304  -1.0934
5 I 2.533 0.287 0.237  0.3561
6 H 0.664 0.512 -1.750  0.2422
7 H 0.954 -2.112 0.920  0.4332
8 H -0.844 -2.030 1.051  0.4367
9 H -0.996 -1.005 -1.118  0.4686
10 H 0.052 2.025 0.182  0.3568
11 H -1.513 2.184 -0.078  0.3837
12 H -0.945 1.525 1.322  0.3825

## Properties
**HOMO level**: -13.86 eV
**LUMO energy**: -4.68 eV
**Net charge**: +1

It is entry 2 that is the least stable of them.

Entry 1
ORCA calculation (ωB97M-V with the def2-TZVPD basis set) on an isolated molecule of C18H20N2O4S.

Each line ends with the natural charge from an NBO analysis.
CARTESIAN COORDINATES (ANGSTROEM)
1 C -5.199 -2.987 1.397  -0.6214
2 H -4.796 -2.905 2.403  0.2148
3 C -4.069 -3.127 0.395  -0.0697
4 H -4.448 -3.191 -0.632  0.1874
5 H -3.473 -4.026 0.590  0.1886
6 O -3.226 -1.982 0.507  -0.5077
7 C -2.197 -1.917 -0.346  0.7738
8 O -1.959 -2.781 -1.159  -0.6024
9 C -1.343 -0.726 -0.119  -0.1339
10 C 0.023 -0.944 -0.245  -0.1909
11 C 0.948 0.037 0.088  0.1119
12 C 0.475 1.256 0.570  -0.2049
13 C -0.880 1.494 0.652  -0.2483
14 C -1.831 0.534 0.283  0.1884
15 N -3.188 0.781 0.314  -0.4334
16 C -3.743 1.893 1.053  -0.2421
17 H -3.102 2.142 1.897  0.2149
18 C -3.973 3.111 0.150  -0.0841
19 O -4.807 2.766 -0.935  -0.5235
20 C -4.245 1.713 -1.684  -0.0833
21 C -4.020 0.457 -0.827  -0.2309
22 H -3.550 -0.307 -1.444  0.2135
23 H -4.985 0.085 -0.464  0.1963
24 H -4.948 1.506 -2.493  0.1957
25 H -3.281 2.031 -2.113  0.1642
26 H -4.489 3.907 0.689  0.1958
27 H -3.011 3.490 -0.228  0.1634
28 H -4.716 1.567 1.441  0.2009
29 H -1.200 2.465 0.994  0.2124
30 H 1.178 2.021 0.856  0.2600
31 N 2.305 -0.258 -0.061  -0.5824
32 C 3.383 0.534 0.211  0.6547
33 O 3.319 1.671 0.639  -0.6091
34 C 4.680 -0.103 -0.057  -0.3292
35 C 5.028 -1.341 -0.535  -0.2128
36 C 6.420 -1.514 -0.629  -0.2678
37 C 7.109 -0.412 -0.222  -0.3988
38 S 6.079 0.859 0.281  0.5178
39 H 8.172 -0.277 -0.191  0.2379
40 H 6.887 -2.417 -0.981  0.2266
41 H 4.329 -2.110 -0.816  0.2124
42 H 2.491 -1.184 -0.418  0.3971
43 H 0.349 -1.916 -0.587  0.2219
44 H -5.782 -2.096 1.184  0.2095
45 H -5.847 -3.858 1.341  0.2168

## Properties
**HOMO level**: -7.49 eV
**LUMO energy**: 0.33 eV

Entry 2
ORCA calculation (ωB97M-V with the def2-TZVPD basis set) on a 2-piece molecular cluster, C18H20N2O4S overall.

Each line ends with the natural charge from an NBO analysis.
CARTESIAN COORDINATES (ANGSTROEM)
1 C 5.681 0.503 -1.953  -0.6605
2 C 5.183 1.491 -1.054  -0.0371
3 O 4.955 1.025 0.195  -0.5243
4 C 3.792 0.062 0.379  0.2388
5 C 3.688 -0.688 1.508  -0.2210
6 C 2.575 -1.454 2.024  -0.3295
7 C 1.544 -1.767 1.204  0.2176
8 C 1.679 -1.016 -0.333  -0.1839
9 C 2.690 -0.158 -0.622  -0.2546
10 H 2.794 0.217 -1.518  0.2006
11 H 0.886 -1.057 -0.929  0.1885
12 N 0.465 -2.381 1.269  -0.8262
13 S -0.416 -3.454 0.199  2.3416
14 O -0.972 -4.273 1.100  -0.8997
15 O 0.218 -3.585 -1.050  -0.8619
16 C -1.823 -2.132 0.099  -0.2422
17 C -2.811 -2.758 -0.656  -0.2159
18 C -3.945 -1.807 -0.934  -0.1586
19 C -3.729 -0.325 -0.696  -0.0141
20 C -2.747 0.102 0.171  0.1456
21 C -1.704 -0.784 0.281  -0.2570
22 H -0.916 -0.315 1.059  0.2793
23 N -2.872 1.529 0.383  -0.4353
24 C -2.012 2.247 1.145  0.6667
25 O -0.900 1.931 1.144  -0.5506
26 C -2.262 3.670 1.117  -0.6764
27 H -3.254 3.552 1.701  0.1983
28 H -1.509 4.327 1.616  0.2485
29 H -2.577 4.076 0.267  0.2295
30 C -4.112 1.853 -0.119  -0.2018
31 H -4.738 2.410 0.576  0.2136
32 H -4.011 2.662 -1.048  0.1753
33 C -4.797 0.712 -0.816  -0.4515
34 H -5.047 0.705 -1.919  0.2345
35 H -5.811 0.371 -0.350  0.2263
36 H -4.731 -1.923 -1.506  0.1860
37 H -2.828 -3.631 -1.157  0.2221
38 H 0.602 -2.890 2.545  0.3731
39 H 2.569 -1.784 2.965  0.2020
40 H 4.319 -0.163 2.476  0.2140
41 H 5.823 2.230 -0.700  0.2046
42 H 3.971 2.015 -1.215  0.1292
43 H 5.738 0.956 -2.953  0.2242
44 H 6.511 -0.036 -1.611  0.2299
45 H 4.845 -0.266 -2.285  0.2119

## Properties
**HOMO level**: -7.40 eV
**LUMO energy**: 0.30 eV

It is entry 2 that is the least stable of them.

Entry 1
ORCA calculation (ωB97M-V with the def2-TZVPD basis set) on a 2-piece molecular cluster, C6H7N2O3S overall.

Each line ends with the natural charge from an NBO analysis.
CARTESIAN COORDINATES (ANGSTROEM)
1 C -1.022 2.354 -0.161  -0.2191
2 C 0.342 2.605 0.179  -0.2203
3 C -1.530 1.100 0.091  -0.2052
4 C 1.082 1.658 0.791  -0.2182
5 C -0.709 0.056 0.712  -0.1211
6 C 0.601 0.406 1.095  0.0417
7 N 2.499 -0.602 1.716  -0.3307
8 N 1.276 -0.587 1.797  -0.1162
9 O 0.228 -2.944 -2.981  -1.0229
10 O -2.032 -2.524 -1.740  -1.0450
11 O -0.112 -3.180 -0.316  -1.0140
12 S -0.899 -3.482 -1.536  1.6375
13 H -1.515 3.126 -0.702  0.2036
14 H 0.808 3.530 0.059  0.1963
15 H -2.544 0.884 -0.152  0.2152
16 H 2.064 2.018 1.183  0.2123
17 H -1.120 -0.862 1.072  0.2501
18 H 2.899 -1.319 2.371  0.3049
19 H -0.316 -2.238 -3.475  0.4511

## Properties
**HOMO level**: -4.19 eV
**LUMO energy**: 3.04 eV
**Net charge**: -1

Entry 2
ORCA calculation (ωB97M-V with the def2-TZVPD basis set) on an isolated ion of composition C6H7N2O3S and charge -1.

Each line ends with the natural charge from an NBO analysis.
CARTESIAN COORDINATES (ANGSTROEM)
1 C 2.836 1.140 -0.427  0.4804
2 C 0.466 0.228 0.067  -0.2014
3 C 2.358 -1.239 -0.089  0.7782
4 C -2.697 -0.774 0.444  -0.4576
5 C -2.030 0.392 0.390  -0.2072
6 C -2.266 1.533 -0.649  -0.6632
7 N 3.057 -0.203 -0.716  -0.7113
8 N 1.092 -0.952 0.319  -0.6834
9 O 3.346 2.023 -1.051  -0.6699
10 O 2.834 -2.344 0.100  -0.6786
11 O -0.682 -0.880 2.220  -1.0284
12 S -0.691 0.437 1.561  1.1315
13 H -2.329 -1.635 1.031  0.2436
14 H -3.332 -0.942 -0.482  0.1834
15 H -2.489 2.524 -0.098  0.2119
16 H -3.053 1.323 -1.311  0.2060
17 H -1.270 1.484 -1.232  0.2760
18 H 4.012 -0.575 -1.087  0.3825
19 H 0.839 -1.542 1.010  0.4076

## Properties
**HOMO level (alpha / beta)**: -2.83 / -2.31 eV
**LUMO energy (alpha / beta)**: 3.21 / 3.21 eV
**Net charge**: -1

It is entry 2 that is the least stable of them.

Entry 1
ORCA calculation (ωB97M-V with the def2-TZVPD basis set) on a 4-piece molecular cluster, C3H11NO4 overall.

Each line ends with the natural charge from an NBO analysis.
CARTESIAN COORDINATES (ANGSTROEM)
1 O 0.563 -0.069 1.092  -0.6298
2 C 0.131 0.496 0.039  0.2597
3 C -1.215 0.440 -0.291  -0.0441
4 N -2.105 -0.293 0.406  -0.5273
5 C -2.651 -1.665 -0.196  0.1474
6 O -1.774 -2.266 -0.928  -0.8206
7 H 0.856 1.028 -0.564  0.1969
8 H 0.836 -3.062 -2.927  0.0010
9 H -1.515 0.733 -1.291  0.1856
10 H -1.753 -0.425 1.343  0.3692
11 H -2.900 -2.223 0.734  0.0841
12 H -3.586 -1.413 -0.711  0.0805
13 H 1.100 -3.486 -2.371  -0.0014
14 H 1.631 0.058 1.173  0.5255
15 H 3.700 0.213 0.967  0.4450
16 O 2.844 0.631 0.859  -1.2287
17 H 3.429 3.004 -1.051  0.4476
18 H 2.751 2.156 0.067  0.5200
19 O 2.620 2.934 -0.540  -1.0105

## Properties
**Expectation value of S²**: 0.760
**2S+1**: 2
**HOMO level (alpha / beta)**: -4.09 / -4.01 eV
**LUMO energy (alpha / beta)**: 3.82 / 2.37 eV
**Net charge**: -1

Entry 2
ORCA calculation (ωB97M-V with the def2-TZVPD basis set) on a 4-piece molecular cluster, C3H11NO4 overall.

Each line ends with the natural charge from an NBO analysis.
CARTESIAN COORDINATES (ANGSTROEM)
1 O -0.468 0.125 -1.724  -0.6925
2 C -0.215 1.102 -0.819  0.2080
3 C 1.062 1.252 -0.288  -0.0849
4 N 2.160 0.539 -0.795  -0.5137
5 C 2.603 -0.456 0.241  0.1018
6 O 1.761 -1.415 0.502  -0.6262
7 H -1.083 1.470 -0.365  0.2212
8 H -0.087 -0.428 1.758  -0.0379
9 H 1.252 1.757 0.654  0.1990
10 H 2.013 0.215 -1.692  0.3761
11 H 3.533 -0.807 -0.232  0.0970
12 H 2.872 0.278 1.084  0.0864
13 H -0.318 -1.128 1.532  0.0357
14 H -1.332 -0.345 -1.483  0.5578
15 H -3.042 -1.780 -0.302  0.4474
16 O -2.390 -1.208 -0.642  -1.2018
17 H -3.363 0.528 1.293  0.4304
18 H -2.438 -0.282 0.298  0.4829
19 O -2.518 0.583 0.980  -1.0866

## Properties
**Expectation value of S²**: 0.770
**2S+1**: 2
**HOMO level (alpha / beta)**: -4.82 / -4.31 eV
**LUMO energy (alpha / beta)**: 4.03 / 1.68 eV
**Net charge**: -1

It is entry 2 that is the least stable of them.

Entry 1
ORCA calculation (ωB97M-V with the def2-TZVPD basis set) on a 2-piece molecular cluster, C6H12NO overall.

Each line ends with the natural charge from an NBO analysis.
CARTESIAN COORDINATES (ANGSTROEM)
1 C -1.643 0.823 -0.982  -0.0874
2 C -1.839 0.450 -2.240  -0.2836
3 C -1.190 2.722 0.417  0.1091
4 N -1.100 2.131 -0.730  -0.4056
5 H -1.812 0.248 -0.085  0.2479
6 H -1.663 1.171 -3.077  0.2199
7 H -2.136 -0.527 -2.529  0.2500
8 H -0.756 3.744 0.492  0.2456
9 H -1.622 2.194 1.293  0.2452
10 H -0.711 2.664 -1.511  0.4499
11 C 0.168 -0.832 1.052  -0.6240
12 C 1.358 -1.418 0.335  -0.2951
13 C 2.236 -2.226 1.039  0.1531
14 O 3.306 -2.942 0.469  -0.6888
15 H -0.783 -1.222 0.676  0.1989
16 H 0.184 -1.081 2.137  0.2349
17 H 0.231 0.289 0.922  0.1657
18 H 1.448 -1.313 -0.756  0.2134
19 H 2.231 -2.305 2.142  0.1681
20 H 4.092 -2.572 0.936  0.4828

## Properties
**HOMO level**: -11.76 eV
**LUMO energy**: -5.62 eV
**Net charge**: +1

Entry 2
ORCA calculation (ωB97M-V with the def2-TZVPD basis set) on a 2-piece molecular cluster, C6H12NO overall.

Each line ends with the natural charge from an NBO analysis.
CARTESIAN COORDINATES (ANGSTROEM)
1 O -0.481 -0.358 1.110  -0.3185
2 C -1.579 0.041 0.833  0.2792
3 C -2.017 0.413 -0.538  0.2802
4 C -1.284 0.170 -1.721  -0.5980
5 C -0.268 -0.897 -1.595  -0.2236
6 C 1.043 -0.625 -1.546  -0.0131
7 C 2.032 -1.658 -1.206  -0.6768
8 N 0.930 1.996 3.586  -1.0858
9 H -2.298 0.344 1.611  0.1674
10 H -3.026 0.824 -0.575  0.2333
11 H -2.028 -0.003 -2.517  0.3331
12 H -0.777 1.121 -1.995  0.3501
13 H -0.544 -1.918 -1.424  0.2282
14 H 1.405 0.338 -1.896  0.2084
15 H 2.996 -1.251 -0.926  0.2507
16 H 1.652 -2.300 -0.423  0.2375
17 H 2.164 -2.289 -2.091  0.2595
18 H 0.608 2.951 3.572  0.3662
19 H 0.142 1.437 3.295  0.3423
20 H 1.330 1.664 4.447  0.3798

## Properties
**HOMO level**: -12.34 eV
**LUMO energy**: -8.24 eV
**Net charge**: +1

It is entry 2 that is the least stable of them.

Entry 1
ORCA calculation (ωB97M-V with the def2-TZVPD basis set) on C3H6IN as an isolated structure.

Each line ends with the natural charge from an NBO analysis.
CARTESIAN COORDINATES (ANGSTROEM)
1 C -0.535 -0.036 -1.039  -0.4492
2 C -0.911 -0.742 0.283  -0.4375
3 C -0.306 0.597 0.209  -0.0307
4 N 1.450 0.796 0.782  -0.7320
5 I 2.990 0.115 -0.348  0.1681
6 H 0.095 -0.602 -1.637  0.2445
7 H -1.231 0.529 -1.660  0.2246
8 H -1.981 -0.976 0.666  0.2247
9 H -0.235 -1.526 0.568  0.2265
10 H -0.894 1.422 0.468  0.2160
11 H 1.556 0.424 1.708  0.3450

## Properties
**Expectation value of S²**: 2.010
**2S+1**: 3
**HOMO level (alpha / beta)**: -5.78 / -9.20 eV
**LUMO energy (alpha / beta)**: 0.99 / -2.01 eV

Entry 2
ORCA calculation (ωB97M-V with the def2-TZVPD basis set) on a 2-piece molecular cluster, C3H6IN overall.

Each line ends with the natural charge from an NBO analysis.
CARTESIAN COORDINATES (ANGSTROEM)
1 C 0.251 -1.341 0.655  -0.1728
2 C -0.882 -0.722 -0.128  -0.4343
3 C 0.295 -0.106 0.420  -0.1886
4 N 1.422 2.510 -1.320  -0.9657
5 I -0.591 2.651 -1.205  0.2073
6 H 2.030 3.325 -1.637  0.3929
7 H 0.754 -2.298 0.850  0.2286
8 H -1.004 -0.588 -1.211  0.1801
9 H -1.824 -0.634 0.366  0.1753
10 H 0.849 0.799 0.582  0.1996
11 H 1.708 1.641 -0.879  0.3775

## Properties
**Expectation value of S²**: 2.011
**2S+1**: 3
**HOMO level (alpha / beta)**: -6.10 / -9.40 eV
**LUMO energy (alpha / beta)**: 0.86 / -2.09 eV

It is entry 2 that is the least stable of them.